[1]
{
  "formula": "C4H8F3NO5RbS",
  "method": "wB97M-V/def2-TZVPD",
  "multiplicity": 2,
  "charge": 0,
  "e_above_lowest_kcal_mol": 31.7,
  "s_squared": 0.753,
  "e_tot_ev": -35644.6231,
  "elements": ["Rb", "O", "H", "C", "F", "F", "F", "S", "O", "O", "O", "C", "O", "N", "C", "C", "H", "H", "H", "H", "H", "H", "H"],
  "coordinates": [[2.568, 1.316, -0.684], [4.934, 0.170, 0.951], [4.653, 1.073, 1.196], [0.020, 0.562, 2.093], [-0.394, -0.625, 1.737], [0.529, 1.222, 1.095], [-1.077, 1.245, 2.575], [1.348, 0.295, 3.477], [1.784, 1.614, 3.899], [0.791, -0.451, 4.616], [2.392, -0.436, 2.766], [-2.932, -0.802, -2.177], [-3.411, -1.657, -2.806], [-1.563, -0.557, -2.027], [-1.206, 0.541, -1.265], [-0.554, -1.408, -2.610], [-3.582, -0.173, -1.550], [-1.889, 1.389, -1.321], [-0.265, 1.063, -1.439], [-1.298, 0.382, -0.190], [0.330, -1.469, -1.975], [-0.868, -2.427, -2.835], [-0.312, -0.868, -3.525]],
  "forces_ev_per_angstrom": [[0.0411, -0.2941, 0.1929], [-0.2924, 0.2349, -0.3743], [0.3025, -0.1911, 0.6637], [-0.5585, -0.4476, 5.2651], [-0.4217, -0.8184, -1.1073], [0.4983, 1.1273, -1.8572], [1.1247, -0.3644, -0.8846], [0.9455, -0.3158, 3.0955], [-0.5571, 0.4601, -1.1815], [-0.4190, 0.5601, -2.2931], [-0.4155, 0.0785, -1.2590], [2.0155, 1.9844, 2.1943], [-1.1625, -2.9563, -2.3939], [-1.9408, -1.3232, -0.5276], [-0.3053, 2.4375, 2.4487], [0.0712, 0.6738, -0.6340], [0.3654, 0.6176, 0.0500], [-0.4755, -0.0331, -0.7742], [0.3698, -0.6577, -0.5236], [0.5800, -0.4939, 0.1044], [-0.0637, 0.0620, 0.1736], [-0.3907, 0.2868, 0.0727], [0.6888, -0.6274, -0.4506]],
  "mulliken_spin": [0.00, 1.01, -0.02, 0.00, 0.00, 0.00, 0.00, 0.00, 0.00, 0.00, 0.01, 0.00, 0.00, 0.00, 0.00, 0.00, 0.00, 0.00, 0.00, 0.00, 0.00, 0.00, 0.00]
}

=====

[2]
{
  "formula": "C4H8F6FeIN2O3Sb",
  "method": "wB97M-V/def2-TZVPD",
  "multiplicity": 6,
  "charge": 1,
  "e_above_lowest_kcal_mol": 14.2,
  "s_squared": 8.762,
  "e_tot_ev": -78728.1235,
  "elements": ["Fe", "N", "C", "C", "O", "O", "H", "H", "H", "H", "F", "Sb", "F", "F", "F", "F", "F", "N", "C", "O", "C", "I", "H", "H", "H", "H"],
  "coordinates": [[1.136, 0.722, -0.503], [0.494, -2.459, -0.765], [1.532, -2.925, -1.509], [2.755, -1.602, -2.038], [3.579, -2.108, -2.716], [2.431, -0.510, -1.568], [0.619, -2.239, 0.212], [-0.332, -2.092, -1.216], [1.238, -3.307, -2.480], [2.221, -3.564, -0.964], [-0.931, 0.805, -1.083], [-1.002, 2.845, -1.234], [-2.267, 2.679, -2.572], [0.578, 2.327, -2.232], [-0.798, 4.678, -1.349], [0.427, 2.704, 0.195], [-2.141, 2.737, 0.257], [-0.712, 1.481, 2.572], [-0.504, 0.259, 2.126], [0.422, -0.020, 1.322], [-1.400, -0.826, 2.645], [-2.929, -1.225, 1.182], [-0.177, 2.254, 2.202], [-1.482, 1.689, 3.185], [-1.908, -0.554, 3.563], [-0.847, -1.750, 2.768]],
  "forces_ev_per_angstrom": [[-0.5089, -0.3739, 0.1578], [0.4541, 0.1407, -0.3463], [-0.5946, -0.4644, 0.2882], [0.0030, -0.0441, -0.1592], [-0.2213, 0.0615, 0.2076], [-0.5030, 0.9625, 0.5800], [-0.1294, -0.0250, 0.0271], [-0.0534, -0.0109, 0.1114], [0.1308, 0.1018, -0.0668], [0.1328, 0.1334, -0.0369], [0.3886, 0.7802, 0.2247], [0.4686, -1.2959, 0.7226], [0.2100, 0.0424, 0.0990], [-0.2574, 0.2913, 0.0765], [0.0394, -0.2428, 0.0213], [-0.1755, -0.4774, -0.5467], [0.0673, 0.2981, -0.5718], [0.0964, -0.0823, -0.0494], [-0.1918, 0.1018, 0.2512], [0.4647, 0.0539, -0.8065], [-0.0790, -0.0475, -0.3028], [0.2313, 0.0600, 0.1415], [-0.0103, 0.0289, -0.0944], [-0.0277, -0.0281, 0.0062], [0.0281, 0.0149, 0.0185], [0.0371, 0.0209, 0.0471]],
  "mulliken_spin": [3.85, 0.33, 0.22, 0.12, 0.28, 0.11, -0.02, -0.02, 0.01, 0.01, 0.03, -0.01, 0.00, 0.01, 0.00, 0.02, 0.00, 0.01, 0.00, 0.04, 0.00, 0.00, 0.00, 0.00, 0.00, 0.00]
}

=====

[3]
{
  "formula": "C4H8F6LiN3O14S7",
  "method": "wB97M-V/def2-TZVPD",
  "charge": -2,
  "e_above_lowest_kcal_mol": 18.0,
  "e_tot_ev": -129772.4462,
  "elements": ["Li", "N", "S", "O", "O", "F", "S", "O", "O", "F", "N", "S", "O", "O", "F", "S", "O", "O", "F", "N", "S", "O", "O", "F", "S", "O", "O", "F", "C", "C", "C", "S", "O", "O", "C", "H", "H", "H", "H", "H", "H", "H", "H"],
  "coordinates": [[-0.991, 0.000, 0.033], [-0.629, 1.339, -1.420], [0.727, 2.111, -1.476], [0.726, 3.244, -2.382], [1.964, 1.382, -1.364], [0.622, 2.747, 0.004], [-0.479, 0.493, -2.924], [-0.967, -0.851, -2.758], [0.624, 0.702, -3.816], [-1.678, 1.206, -3.669], [-4.031, 2.174, -0.862], [-3.898, 1.504, 0.631], [-2.575, 1.055, 0.975], [-5.010, 0.785, 1.166], [-4.064, 2.872, 1.466], [-4.658, 0.926, -1.611], [-6.087, 0.757, -1.545], [-3.792, -0.210, -1.602], [-4.526, 1.527, -3.094], [-1.522, -1.981, -0.051], [-0.435, -3.255, -0.252], [-0.908, -4.380, -0.994], [0.454, -3.466, 0.849], [0.549, -2.502, -1.261], [-2.106, -2.454, 1.377], [-1.519, -1.791, 2.511], [-2.547, -3.818, 1.528], [-3.503, -1.667, 1.277], [4.253, 0.963, 1.684], [4.280, 0.177, 0.347], [3.373, -1.018, 0.577], [1.962, -0.499, 1.578], [1.816, -1.409, 2.680], [0.892, -0.143, 0.690], [2.829, 1.006, 2.200], [4.659, 1.964, 1.525], [4.925, 0.510, 2.416], [5.304, -0.154, 0.160], [4.002, 0.758, -0.530], [3.908, -1.786, 1.142], [3.081, -1.553, -0.328], [2.679, 0.842, 3.266], [2.297, 1.892, 1.858]],
  "forces_ev_per_angstrom": [[-0.3065, -0.0060, 0.2884], [1.0747, -1.9559, -3.1815], [2.2749, 3.3942, 1.1524], [-0.0555, -0.9696, 0.9382], [-0.4859, -0.0032, -0.3305], [-0.2327, 0.0610, -0.3775], [-3.1877, -1.8738, -0.4185], [0.7695, 1.2945, 0.3016], [-0.0384, 0.3620, 1.0409], [0.2433, 0.2621, 0.1440], [-0.3446, -1.5024, 2.2825], [0.0478, 2.2516, 1.6501], [0.0292, 0.0762, -0.4519], [0.2151, -0.4142, -0.7330], [0.6597, -0.0003, -0.3817], [-1.2070, -0.0843, -3.3421], [0.7579, -0.0707, 0.4616], [-0.3017, -0.1881, 0.2166], [0.2893, 0.0168, 0.2356], [1.3843, -3.2279, 0.8411], [1.3491, 1.2422, -1.9506], [-0.2306, 0.4616, 0.3270], [-0.5129, -0.2372, 0.3482], [-0.4374, -0.1022, -0.0415], [-3.2741, 1.8790, 2.2358], [0.3641, -0.5518, -0.6712], [0.9323, 0.4110, -0.5238], [0.5066, -0.3852, -0.3367], [0.4211, 0.2765, -0.3881], [0.2745, -0.0998, 0.4513], [0.4162, -1.0143, -0.5153], [1.8753, 0.1519, -0.4257], [-0.2954, 0.2634, -0.0509], [-0.7029, -0.0620, 0.4154], [-1.0272, -0.3893, 0.0527], [-0.2343, 0.0904, 0.0438], [-0.1154, -0.3098, -0.0561], [-0.0231, -0.1447, 0.0370], [-0.3927, 0.1713, 0.2978], [-0.1542, 0.1940, 0.4044], [-0.5211, 0.4137, -0.0458], [0.3517, 0.4549, 0.1000], [-0.1553, -0.1358, -0.0438]],
  "mulliken_charge": [1.27, -0.16, 0.94, -0.63, -0.53, -0.34, 0.99, -0.56, -0.59, -0.25, -0.38, 0.98, -0.59, -0.54, -0.35, 1.09, -0.64, -0.45, -0.30, -0.07, 0.91, -0.60, -0.54, -0.25, 0.92, -0.59, -0.65, -0.26, -0.66, -0.32, -0.92, 0.88, -0.74, -0.12, -0.74, 0.36, 0.28, 0.39, 0.19, 0.46, 0.39, 0.45, 0.26]
}

=====

[4]
{
  "formula": "C4H8FN",
  "method": "wB97M-V/def2-TZVPD",
  "charge": 0,
  "e_above_lowest_kcal_mol": 28.9,
  "e_tot_ev": -8483.7850,
  "elements": ["C", "C", "C", "C", "H", "H", "H", "H", "H", "H", "H", "H", "N", "F"],
  "coordinates": [[0.147, 1.187, 1.144], [-0.548, 0.240, 0.251], [0.050, 0.261, -1.228], [-0.093, -1.315, 0.251], [-0.096, 2.270, 1.050], [0.038, 0.826, 2.161], [1.175, 1.143, 0.842], [1.132, 0.756, -1.222], [-0.654, 0.705, -1.984], [0.879, -1.637, -1.650], [-0.944, -1.946, 0.471], [0.841, -1.604, 0.832], [0.015, -1.210, -1.257], [-1.941, 0.325, 0.338]],
  "forces_ev_per_angstrom": [[-0.1182, 0.6756, 0.7340], [1.0772, -1.2239, -1.6553], [-0.3594, 0.7828, 0.2133], [-0.2002, 1.1663, -0.7358], [-0.4476, -0.8722, 0.0065], [0.1006, 0.4025, 0.3936], [0.7555, -0.1704, 0.2989], [-2.3067, -0.9158, -0.2122], [0.9898, -0.1187, 0.5326], [-0.9731, 0.3907, 0.4114], [0.0750, -0.2670, 0.5130], [-1.0986, 0.5512, -0.6849], [1.7312, -0.4817, 0.3897], [0.7746, 0.0804, -0.2049]],
  "mulliken_charge": [-1.38, 1.12, -0.63, -0.63, 0.33, 0.33, 0.37, 0.24, 0.29, 0.23, 0.30, 0.25, -0.47, -0.36]
}

=====

[5]
{
  "formula": "C4H8FN",
  "method": "wB97M-V/def2-TZVPD",
  "charge": 0,
  "e_above_lowest_kcal_mol": 23.4,
  "e_tot_ev": -8484.0224,
  "elements": ["C", "C", "C", "C", "H", "H", "H", "H", "H", "H", "H", "H", "N", "F"],
  "coordinates": [[0.593, 1.331, -1.388], [-0.157, 0.190, -0.720], [0.331, -0.149, 0.686], [-0.494, -1.014, 1.549], [1.601, 0.937, -1.689], [0.658, 2.160, -0.695], [0.166, 1.754, -2.277], [-1.300, 0.396, -0.671], [1.423, -0.156, 0.774], [-1.375, -1.430, 1.114], [0.005, -1.568, 2.320], [0.018, 0.841, 2.407], [-0.541, 0.494, 1.676], [0.107, -0.948, -1.531]],
  "forces_ev_per_angstrom": [[1.0028, -0.5120, 0.4288], [-0.9357, -0.3046, -0.4130], [-0.4114, 0.6594, -1.1310], [0.4341, 1.5720, -0.0754], [-0.7231, 0.5460, 0.5515], [0.3750, 0.1691, 0.2852], [-0.6509, -0.2564, -0.4824], [1.8523, -0.6009, -0.1704], [-0.3665, 0.0915, 0.2856], [-0.5029, -0.2643, 0.0050], [0.0759, -0.2100, 0.2067], [0.6403, 0.1834, 1.3989], [-0.2238, -1.2842, -1.0965], [-0.5660, 0.2111, 0.2071]],
  "mulliken_charge": [-1.30, 0.31, -0.03, -0.46, 0.31, 0.36, 0.34, 0.25, 0.38, 0.24, 0.29, 0.22, -0.57, -0.34]
}

=====

Please write out number 5 again, unchanged.
{
  "formula": "C4H8FN",
  "method": "wB97M-V/def2-TZVPD",
  "charge": 0,
  "e_above_lowest_kcal_mol": 23.4,
  "e_tot_ev": -8484.0224,
  "elements": ["C", "C", "C", "C", "H", "H", "H", "H", "H", "H", "H", "H", "N", "F"],
  "coordinates": [[0.593, 1.331, -1.388], [-0.157, 0.190, -0.720], [0.331, -0.149, 0.686], [-0.494, -1.014, 1.549], [1.601, 0.937, -1.689], [0.658, 2.160, -0.695], [0.166, 1.754, -2.277], [-1.300, 0.396, -0.671], [1.423, -0.156, 0.774], [-1.375, -1.430, 1.114], [0.005, -1.568, 2.320], [0.018, 0.841, 2.407], [-0.541, 0.494, 1.676], [0.107, -0.948, -1.531]],
  "forces_ev_per_angstrom": [[1.0028, -0.5120, 0.4288], [-0.9357, -0.3046, -0.4130], [-0.4114, 0.6594, -1.1310], [0.4341, 1.5720, -0.0754], [-0.7231, 0.5460, 0.5515], [0.3750, 0.1691, 0.2852], [-0.6509, -0.2564, -0.4824], [1.8523, -0.6009, -0.1704], [-0.3665, 0.0915, 0.2856], [-0.5029, -0.2643, 0.0050], [0.0759, -0.2100, 0.2067], [0.6403, 0.1834, 1.3989], [-0.2238, -1.2842, -1.0965], [-0.5660, 0.2111, 0.2071]],
  "mulliken_charge": [-1.30, 0.31, -0.03, -0.46, 0.31, 0.36, 0.34, 0.25, 0.38, 0.24, 0.29, 0.22, -0.57, -0.34]
}